The following is a quantum chemistry calculation of a cluster of 6 separate species, C21H24Cl4F24O4 in total, from OMol25.

Cartesian coordinates (Å):
C -7.53159 -25.50211 29.73402
C -6.96711 -24.80844 28.53147
C -5.72818 -25.52559 27.99482
F -4.85500 -25.79252 28.99425
F -6.10822 -26.71274 27.44240
F -7.86099 -24.66623 27.54210
F -6.52797 -23.53996 28.81675
O -8.83819 -25.02697 30.04889
C -8.93870 -24.33881 31.22711
C -10.33998 -23.73694 31.27167
F -10.62324 -23.27170 32.49898
F -10.51698 -22.77530 30.35151
F -8.79832 -25.17711 32.26208
F -7.97109 -23.39240 31.29313
H -6.81285 -25.49869 30.54890
H -7.71954 -26.53871 29.44490
H -5.20478 -24.95749 27.22552
H -11.02130 -24.55179 30.99165
C -0.10291 -22.91340 28.14500
C 1.31790 -23.18213 28.59331
C 1.49712 -24.62888 29.05479
F 2.79503 -24.85432 29.38815
F 0.71214 -24.89142 30.11605
F 2.14957 -22.98966 27.53526
F 1.67079 -22.31476 29.56079
O -0.46747 -23.78342 27.08291
C -0.98554 -23.23274 25.96783
C -1.85026 -24.28270 25.28411
F -2.83031 -24.69766 26.12348
F -2.40823 -23.76789 24.17666
F -1.68704 -22.11532 26.19244
F 0.03216 -22.89535 25.12746
H -0.25032 -21.84714 27.95874
H -0.80897 -23.10701 28.95942
H 1.25325 -25.30806 28.23610
H -1.24043 -25.14977 25.02012
C -2.30837 -19.93079 23.65675
C -1.36950 -19.53148 22.53942
C -0.22288 -18.66356 23.04420
F -0.69107 -17.47776 23.49094
F 0.44256 -19.28508 24.04338
F -0.78946 -20.63933 21.99969
F -2.00573 -18.87420 21.55210
O -3.37731 -20.66733 23.08709
C -4.46981 -20.73974 23.86780
C -5.50784 -21.60486 23.16330
F -6.59262 -21.68847 23.94426
F -5.84005 -21.08885 21.95556
F -4.13762 -21.36542 25.03028
F -4.94188 -19.51825 24.15860
H -2.63065 -19.02736 24.17558
H -1.74298 -20.57153 24.33655
H 0.49254 -18.49220 22.23352
H -5.04508 -22.56934 22.93020
C 5.19549 -22.83979 30.52626
C 5.52650 -23.15909 29.06246
C 6.48490 -22.03168 28.65718
O 6.70037 -21.23188 29.82660
C 5.54838 -21.37074 30.63356
H 5.85667 -23.41272 31.18120
H 4.19462 -23.13098 30.84445
H 4.67794 -23.21962 28.38164
H 6.00559 -24.13730 28.99844
H 6.13810 -21.42933 27.81346
H 7.46844 -22.42478 28.39061
H 4.73382 -20.70316 30.32212
H 5.81342 -21.07897 31.65195
C -4.75330 -20.92948 28.54766
Cl -3.44857 -22.08962 28.60095
Cl -4.17692 -19.31728 28.05722
H -5.41855 -21.19920 27.73486
H -5.32954 -20.86089 29.46104
C 0.47381 -25.83717 33.30062
Cl 0.47082 -25.75504 35.07323
Cl -1.15432 -25.81028 32.62893
H 1.01068 -24.97960 32.91786
H 0.96083 -26.76659 33.03773

Highest occupied orbital energy   -9.636 eV
SMILES   FC(F)C(F)(F)COC(F)(F)C(F)F.FC(F)C(F)(F)COC(F)(F)C(F)F.FC(F)C(F)(F)COC(F)(F)C(F)F.C1CCOC1.ClCCl.ClCCl
Orbital gap   9.95 eV
Strongest force on any atom   1.4 eV/A

=====

The following is a quantum chemistry calculation of the molecule C21H24ClFN4O3, from OMol25.

Cartesian coordinates (Å):
O 0.39215 1.14781 -2.53034
C 0.94331 0.51916 -1.64685
N 0.74696 -0.78998 -1.41683
C -0.27239 -1.55142 -2.09360
C -1.42683 -1.88140 -1.14497
C -2.50601 -2.70534 -1.84895
H -2.07014 -3.60009 -2.31200
H -2.97429 -2.10721 -2.63519
O -3.57043 -3.05690 -0.98856
C -3.40579 -4.06114 -0.09219
C -4.48732 -4.30472 0.76696
N -4.49719 -5.25023 1.67892
C -3.42823 -6.02366 1.79965
C -2.30598 -5.87664 1.00430
C -2.28729 -4.87912 0.04103
H -1.41472 -4.75838 -0.58274
H -1.45220 -6.52511 1.12900
H -3.48386 -6.78538 2.56483
H -5.37398 -3.69122 0.68985
H -1.87059 -0.95497 -0.77586
H -1.03970 -2.43234 -0.28442
H -0.62793 -0.94309 -2.92901
H 0.16742 -2.47464 -2.48618
H 1.22855 -1.23362 -0.63667
C 1.95304 1.15744 -0.70068
H 1.98133 2.22565 -0.91594
H 2.93814 0.73875 -0.92150
C 1.59023 0.91690 0.79977
N 1.71771 2.05794 1.66677
C 3.08287 2.50294 1.79072
C 3.82159 1.42346 2.58399
N 3.54876 0.11937 2.02074
C 2.48971 -0.21741 1.27316
O 2.30348 -1.37027 0.91060
H 4.12810 -0.64937 2.33163
H 3.48327 1.44840 3.62733
H 4.90076 1.59880 2.56197
H 3.57630 2.65680 0.81906
H 3.11864 3.44061 2.34448
C 0.63787 3.02175 1.65701
C 0.26399 3.60951 0.31309
C -0.75633 3.04052 -0.44486
C -1.13193 3.51021 -1.68719
C -0.46493 4.60144 -2.21156
C 0.54671 5.21127 -1.49134
C 0.89790 4.71618 -0.24603
Cl 2.16009 5.51944 0.62616
H 1.06767 6.06725 -1.89055
H -0.73130 4.97869 -3.18560
H -1.91586 3.00935 -2.22933
F -1.41262 1.97523 0.06298
H -0.24516 2.51456 2.06124
H 0.91190 3.82746 2.34109
H 0.55456 0.56676 0.86263

Highest occupied orbital energy   -8.634 eV
SMILES   O=C(C[C@H]1C(=O)NCCN1Cc1c(F)cccc1Cl)NCCCOc1cccnc1
Orbital gap   9.13 eV
Strongest force on any atom   0.5 eV/A

=====

The following is a quantum chemistry calculation of a structure of composition C21H24ClN3O5S, from OMol25.

Cartesian coordinates (Å):
O 0.21903 -5.65304 -0.38671
C 0.32017 -4.47187 -0.31100
N 1.51201 -4.04270 -0.72440
C 1.99105 -2.57091 -0.86238
C 1.08748 -1.41153 -1.35533
C 1.68058 -0.18624 -1.28875
C 3.07530 0.21522 -0.95044
C 3.80666 -0.98497 -0.83641
C 3.41189 -2.29207 -0.72157
H 4.04307 -2.99786 -0.32131
Cl 5.55248 -0.83138 -0.29520
N 3.47592 1.30345 -1.26674
C 2.35850 2.64057 -1.11112
H 1.68385 2.10894 -0.22538
C 3.15514 3.73103 -0.67051
O 4.30679 4.11660 -1.34723
C 5.09361 3.17947 -1.53272
C 4.48904 1.81031 -2.02237
H 5.05101 0.82620 -2.22172
H 4.05491 1.90954 -2.97340
H 5.88725 3.36974 -2.41862
H 5.79042 2.73421 -0.52196
H 2.54512 4.46026 -0.44018
H 3.73264 3.48487 0.59522
H 1.88470 2.50918 -2.20455
H 0.84180 0.45035 -1.60765
H 0.11730 -1.62767 -1.44307
H 2.32548 -4.79186 -1.03264
C -0.40510 -3.48148 0.36246
C -0.13146 -2.63268 1.38123
C -1.06170 -1.94597 1.84693
C -2.37029 -1.84031 1.32893
C -2.79136 -2.78303 0.50074
C -1.84468 -3.45604 -0.13800
H -2.11252 -4.21784 -0.88263
H -3.81790 -2.95498 0.23130
S -3.63628 -0.73997 1.98425
O -4.68568 -1.43665 2.70943
O -2.89612 0.00475 3.18112
N -3.70120 0.06849 0.80806
C -2.87312 1.24915 0.65339
H -1.65821 0.70138 0.93346
C -3.00162 2.52152 1.25967
H -2.37982 3.40715 0.95472
O -4.31885 2.89725 0.91857
C -5.53232 2.04281 1.43329
H -6.42067 2.55357 1.26229
C -5.33008 0.83180 0.68140
H -5.92981 -0.16613 0.87439
H -5.22750 0.83018 -0.45515
H -5.31838 1.71900 2.43216
H -2.99493 2.21802 2.28887
H -3.05807 1.29868 -0.63875
H -0.82235 -1.07723 2.80277
H 0.82682 -2.59930 1.78326

Highest occupied orbital energy   -7.265 eV
Orbital gap   7.01 eV
Strongest force on any atom   18.0 eV/A

=====

The following is a quantum chemistry calculation of a structure of composition C21H24CoN4S2, from OMol25.

Cartesian coordinates (Å):
Co -0.08407 0.18998 0.47628
C 2.07970 0.81225 2.65177
N 1.83793 0.83550 1.18872
C 2.79695 -0.03367 0.49895
C 2.38703 -1.46523 0.75993
N 0.92378 -1.64816 0.52595
C 0.25990 -2.32520 1.65960
C 0.71432 -2.34730 -0.74330
C 0.79752 -3.72712 -0.84847
C 0.61928 -4.33498 -2.08116
C 0.37273 -3.55523 -3.20460
C 0.30458 -2.17587 -3.09433
C 0.48586 -1.56454 -1.85546
S 0.45603 0.18347 -1.68867
C 1.80165 2.21565 0.72497
C 2.84959 2.83699 0.07685
C 2.72439 4.17002 -0.30392
C 1.56638 4.86689 -0.00621
C 0.51252 4.22713 0.64042
C 0.62666 2.89275 0.99494
S -0.71229 1.98406 1.71857
H 3.10191 1.14062 2.85334
H 1.94341 -0.19072 3.04887
H 1.38203 1.47394 3.15344
H 3.81955 0.12085 0.85837
H 2.76042 0.18299 -0.56392
H 2.61109 -1.75263 1.78624
H 2.95191 -2.12694 0.10482
H 0.83311 -3.18315 2.01560
H -0.72505 -2.66558 1.34656
H 0.15232 -1.62001 2.48769
H 1.00813 -4.33404 0.02387
H 0.67141 -5.41176 -2.16251
H 0.22595 -4.02300 -4.16877
H 0.10484 -1.55736 -3.95973
H 3.76569 2.30101 -0.13646
H 3.53529 4.65439 -0.83007
H 1.47516 5.90850 -0.28313
H -0.40689 4.75437 0.85948
N -6.05741 0.54406 -0.69934
C -4.73702 0.40174 -0.46926
C -3.78073 1.14832 -1.17827
C -2.44850 0.96572 -0.92245
N -1.99159 0.08988 -0.01046
C -2.89787 -0.61187 0.68169
C -4.24928 -0.49886 0.49054
H -6.39422 1.19781 -1.38252
H -6.73552 0.03629 -0.16084
H -4.08387 1.87349 -1.92122
H -1.71379 1.54047 -1.46261
H -2.51415 -1.29548 1.42910
H -4.92680 -1.10040 1.08112

Highest occupied orbital energy (spin up / spin down)   -10.695 / -10.662 eV
Net charge   +1
Orbital gap (spin up / spin down)   6.21 / 6.84 eV
Strongest force on any atom   1.6 eV/A

=====

The following is a quantum chemistry calculation of a structure of composition C21H24FFeO, from OMol25.

Cartesian coordinates (Å):
Fe 1.00741 -0.64814 0.99327
C 0.43733 -1.32831 2.76704
C -0.69764 -0.82540 2.02000
C -0.79279 -1.55315 0.78824
H -1.45251 -0.14846 2.39786
C 0.23996 -2.56428 0.80613
C 0.99842 -2.42558 2.02712
H 1.79827 -3.07537 2.37416
H 0.73127 -1.02218 3.76749
H -1.56789 -1.43207 0.03220
H 0.33721 -3.37318 0.08499
C 2.11030 0.88581 0.27402
C 2.94127 -0.22544 0.69153
C 2.56331 -1.36001 -0.10435
H 3.78171 -0.17207 1.38651
C 1.47861 -0.96678 -0.97776
C 1.15701 0.41395 -0.70558
H 0.42621 1.02188 -1.22438
H 2.30929 1.93121 0.48644
H 3.08346 -2.32210 -0.08939
H 1.03750 -1.54682 -1.77682
O -2.05328 2.77445 -0.47487
C -1.68304 -1.16706 -3.62363
C -2.56429 -0.36657 -2.98690
C -1.59235 -2.63496 -3.29865
C -0.79639 -0.61244 -4.71126
C -2.56671 1.75036 -0.89249
H -3.17529 -0.72310 -2.15401
H -2.74408 0.63475 -3.38187
H -3.16886 1.72657 -1.81549
H -2.48235 0.77439 -0.36420
H -1.57732 -3.22855 -4.22042
H -2.44821 -2.97762 -2.70249
H -0.67600 -2.89077 -2.73731
H -1.20108 -0.83262 -5.70743
H 0.22666 -1.00643 -4.65474
H -0.74917 0.47922 -4.64799
F 0.48298 4.89600 3.95402
C 0.59345 3.65075 3.38358
C 1.60626 2.79844 3.81796
C 1.74890 1.55507 3.18766
C 0.84420 1.18477 2.18709
C -0.25563 1.99711 1.92503
C -0.34304 3.29491 2.42275
H 2.27860 3.11656 4.61518
H 2.56590 0.88473 3.48404
H -1.07962 1.66704 1.28038
H -1.11795 3.99148 2.09732

Highest occupied orbital energy (spin up / spin down)   2.529 / -2.646 eV
Net charge   -2
⟨S²⟩   8.819
Orbital gap (spin up / spin down)   1.69 / 7.53 eV
Strongest force on any atom   3.3 eV/A
2S+1   6

=====

The following is a quantum chemistry calculation of a structure of composition C21H24I2NOPdSb2, from OMol25.

Cartesian coordinates (Å):
Pd -0.32250 -0.72046 0.41229
C -2.76335 3.18719 -0.45561
Sb -1.39603 1.54591 -0.61062
C -2.92339 0.25563 -1.40277
C -0.51432 1.98302 -2.52043
C 0.82092 2.66277 -2.41041
C 0.86565 4.01584 -2.07700
C 2.06642 4.69047 -1.93742
C 3.25790 4.00948 -2.13829
C 3.22728 2.66738 -2.47623
C 2.02499 1.97334 -2.61518
C 2.06912 0.51143 -2.95599
Sb 1.81329 -0.68521 -1.18170
C 3.57802 -0.01046 -0.20878
C 2.46305 -2.58347 -1.88767
H -2.26378 4.13139 -0.25216
H -3.47921 2.97988 0.33762
H -3.28259 3.23945 -1.41131
H -3.38771 0.72850 -2.26842
H -3.68207 0.09687 -0.63697
H -2.51075 -0.70816 -1.69672
H -1.23531 2.59207 -3.06761
H -0.45117 1.01958 -3.02279
H -0.06842 4.55111 -1.93943
H 2.07196 5.74239 -1.68491
H 4.20539 4.52274 -2.04355
H 4.15903 2.14077 -2.64915
H 3.05568 0.24160 -3.33397
H 1.33576 0.21742 -3.70539
H 4.41438 -0.07292 -0.90378
H 3.78279 -0.62599 0.66490
H 3.44114 1.02324 0.10257
H 3.37658 -2.47712 -2.47040
H 1.68405 -3.02710 -2.50468
H 2.64818 -3.23420 -1.03472
I -0.96864 -6.10270 0.50849
C -1.35159 -4.70945 1.97192
C -1.85852 -5.08941 3.20249
C -2.11393 -4.15632 4.19519
I -2.87086 -4.84607 5.98984
C -1.86788 -2.75239 3.98573
C -2.09624 -1.75047 4.94323
C -1.82514 -0.44175 4.63162
C -1.33998 -0.13360 3.35975
N -1.12340 -1.05933 2.44123
C -1.36871 -2.34646 2.74166
C -1.06391 -3.32609 1.68178
O -0.58298 -2.95669 0.59860
H -2.05846 -6.13472 3.39197
H -2.48089 -2.01448 5.91882
H -1.98654 0.34798 5.35112
H -1.12330 0.88757 3.07327

Highest occupied orbital energy (spin up / spin down)   -10.132 / -10.729 eV
Net charge   +1
⟨S²⟩   2.042
Orbital gap (spin up / spin down)   6.64 / 5.24 eV
Strongest force on any atom   0.7 eV/A
2S+1   3

=====

The following is a quantum chemistry calculation of a structure of composition C21H24LuN4O9, from OMol25.

Cartesian coordinates (Å):
Lu -0.12000 -0.06513 -0.51132
C 1.00855 3.01530 3.02423
N 0.93492 1.58575 3.36554
C 1.40500 1.24710 4.71132
C 0.54211 0.72808 2.42161
O 0.59277 1.08065 1.21373
C -0.03361 -0.61513 2.81132
O -0.41376 -1.22883 1.55904
C -0.46516 -2.68160 1.57093
C 0.50791 -3.06011 0.42674
O 0.76557 -2.21599 -0.47124
N 0.97934 -4.32102 0.41652
C 0.71286 -5.38199 1.44716
C 1.72043 -4.78757 -0.75913
H 2.07478 3.25530 2.74114
H 0.78329 3.58006 3.95597
H 0.26195 3.28714 2.21496
H 2.49725 1.47885 4.78266
H 1.24394 0.18240 4.86772
H 0.94039 1.86868 5.48694
H -0.91804 -0.57725 3.49758
H 0.78447 -1.18336 3.31080
H -1.48830 -3.00929 1.37279
H -0.14020 -3.00737 2.57225
H 0.81983 -5.00780 2.45041
H 1.46558 -6.15126 1.30906
H -0.26869 -5.81892 1.29647
H 2.26791 -3.93714 -1.22713
H 1.05219 -5.21092 -1.51486
H 2.46831 -5.58575 -0.50761
O -4.00302 -1.99245 -1.02271
C -3.17474 -1.15657 -0.72073
O -1.92584 -1.02484 -1.07929
C -3.57426 -0.02345 0.20884
C -4.94389 0.18349 0.59132
C -5.35907 1.41174 1.09997
C -4.40128 2.38650 1.27615
C -3.06207 2.03259 1.04500
N -2.63339 0.86727 0.56755
H -5.62365 -0.62433 0.33113
H -6.42615 1.57680 1.33135
H -4.61099 3.40618 1.65528
H -2.28097 2.80595 1.22713
O -0.48249 1.91525 -1.31884
C 0.02639 2.62822 -2.23787
C 1.05283 2.16318 -3.05514
C 1.37709 2.83163 -4.23241
C 2.40754 2.40879 -5.05678
C 3.14478 1.24669 -4.77792
C 2.84945 0.48118 -3.66249
C 1.77362 0.88561 -2.82641
O 1.45811 0.10683 -1.82552
N 2.77533 3.16890 -6.20953
O 3.57940 2.65843 -6.95817
O 2.17544 4.24345 -6.35586
H -0.31026 3.66382 -2.38819
H 0.88743 3.76808 -4.50501
H 3.94734 0.96293 -5.50363
H 3.37573 -0.44474 -3.43286

Highest occupied orbital energy   -11.193 eV
Net charge   +1
Orbital gap   8.06 eV
Strongest force on any atom   3.1 eV/A

=====

The following is a quantum chemistry calculation of the molecule C21H24N2O7, from OMol25.

Cartesian coordinates (Å):
C -1.35694 -2.83455 -1.29641
C -1.12604 -1.95230 -0.11083
C -2.14423 -1.70808 0.76630
C -1.99947 -0.72387 1.81559
O -2.92584 -0.31831 2.50484
O -0.78927 -0.16122 2.01645
C 0.26618 -0.44581 1.21674
C 1.45503 0.20279 1.50149
C 2.57058 0.01023 0.69686
C 2.48619 -0.87382 -0.39638
C 1.29797 -1.51690 -0.65639
C 0.14800 -1.32414 0.12288
H 1.26982 -2.20121 -1.49014
C 3.69507 -1.10925 -1.25837
C 4.95571 -0.68105 -0.51486
H 5.16025 -1.39392 0.28780
H 5.81346 -0.66890 -1.18709
C 4.77350 0.70600 0.11215
C 4.48897 1.78128 -0.94092
H 5.23988 1.75063 -1.72576
H 4.50627 2.76252 -0.47386
H 3.50395 1.64086 -1.37874
C 6.00269 1.08523 0.93719
H 6.21606 0.31406 1.67288
H 5.81609 2.01783 1.46198
H 6.86530 1.20714 0.28884
O 3.68338 0.67510 1.04304
H 3.59783 -0.54370 -2.18956
H 3.75816 -2.16587 -1.52744
H 1.51023 0.87702 2.33911
C -3.51997 -2.30088 0.63638
H -3.96706 -2.39855 1.62557
H -3.48612 -3.27138 0.14696
C -4.33856 -1.32660 -0.21887
O -4.40224 -1.41774 -1.42571
N -4.94638 -0.36664 0.50953
H -4.74222 -0.33723 1.50062
C -5.50953 0.81429 -0.09769
H -6.35679 1.16716 0.49636
C -4.50637 1.96318 -0.26828
O -4.61318 2.78256 -1.15272
N -3.52720 2.00955 0.66678
H -3.45690 1.28031 1.36362
C -2.34836 2.80558 0.45165
C -1.28470 2.06641 -0.34655
O -0.14047 2.41302 -0.46075
O -1.77548 0.97181 -0.93136
H -1.11612 0.55478 -1.50782
H -2.63778 3.68118 -0.14220
H -1.92264 3.14101 1.39922
H -5.86260 0.54909 -1.09745
H -2.31765 -2.59413 -1.74680
H -0.58611 -2.71441 -2.04937
H -1.37435 -3.88019 -0.98852

Highest occupied orbital energy   -8.437 eV
SMILES   Cc1c(CC(=O)NCC(=O)NCC(=O)O)c(=O)oc2cc3c(cc12)CCC(C)(C)O3
Orbital gap   8.21 eV
Strongest force on any atom   1.0 eV/A

=====

no.,total energy (eV)
1,-145666.02382
2,-49510.20803
3,-60213.09720
4,-87419.29359
5,-61307.41591
6,-58453.38076
7,-80171.80722
8,-39482.10518